Entry 1:
155
Properties=species:S:1:pos:R:3 method="wB97M-V/def2-TZVPD" homo_lumo_gap_ev=7.486 homo_ev=-11.17 e_lumo_ha=-0.1352 total_charge=+1
C 1.297 -1.378 0.790
C -0.054 -2.103 0.565
N -1.153 -1.122 0.408
C -2.486 -1.750 0.292
C -3.410 -1.183 1.371
N -4.595 -1.595 1.508
C -0.825 -0.262 -0.654
N -0.331 0.978 -0.263
P -1.446 2.361 -0.437
C -0.813 3.540 -1.721
C -3.111 1.739 -0.934
N -0.947 -0.639 -1.895
P -0.491 0.404 -3.274
C 1.278 -0.074 -3.577
C -1.468 -0.118 -4.750
C -1.182 1.012 -5.770
H 1.800 -1.246 -0.174
H 1.935 -2.036 1.379
H 1.159 -0.417 1.279
H 0.054 -2.747 -0.318
H -0.218 -2.732 1.437
H -2.967 -1.643 -0.683
H -2.385 -2.813 0.520
H -2.987 -0.398 2.011
H -5.001 -1.069 2.287
H 0.600 1.175 -0.625
H -1.548 3.702 -2.513
H 0.076 3.148 -2.219
H -0.561 4.487 -1.248
H -3.379 0.905 -0.280
H -3.799 2.550 -0.696
H -3.219 1.466 -1.988
H -1.285 -1.576 -2.098
H 1.440 -1.068 -3.152
H 1.475 -0.071 -4.647
H 1.894 0.660 -3.061
H -2.519 -0.149 -4.461
H -1.123 -1.078 -5.138
H -1.337 0.624 -6.774
H -0.143 1.323 -5.634
H -1.825 1.875 -5.617
C 4.258 2.370 -3.962
O 2.940 2.801 -4.350
H 4.463 1.424 -4.448
H 5.004 3.100 -4.277
H 4.306 2.234 -2.881
H 2.767 3.643 -3.921
C -8.180 -3.081 0.331
O -7.953 -1.718 -0.022
H -9.237 -3.292 0.191
H -7.595 -3.745 -0.311
H -7.915 -3.255 1.377
H -7.016 -1.542 0.108
C 1.398 -5.690 1.060
O 1.455 -4.822 2.200
H 2.204 -5.420 0.383
H 1.527 -6.727 1.372
H 0.440 -5.577 0.546
H 0.737 -5.077 2.788
C 2.140 -3.055 -5.527
O 1.193 -3.947 -4.937
H 2.921 -3.653 -5.987
H 1.661 -2.442 -6.296
H 2.584 -2.415 -4.761
H 0.500 -3.420 -4.533
C 4.502 0.665 -0.144
O 5.169 0.358 -1.368
H 3.533 1.095 -0.386
H 4.355 -0.247 0.442
H 5.074 1.391 0.440
H 6.026 -0.015 -1.146
C 7.264 0.538 -6.647
O 6.384 1.392 -5.917
H 7.598 -0.247 -5.973
H 6.749 0.081 -7.496
H 8.135 1.091 -7.006
H 6.092 2.085 -6.517
C 0.437 4.162 -7.312
O 1.750 3.820 -7.736
H -0.015 4.787 -8.077
H -0.169 3.261 -7.183
H 0.475 4.719 -6.371
H 2.148 3.272 -7.052
C 3.089 -3.972 5.193
O 2.085 -3.153 5.786
H 3.435 -4.676 5.946
H 2.676 -4.529 4.348
H 3.935 -3.364 4.860
H 1.782 -2.530 5.120
C -3.888 2.796 2.940
O -2.526 2.374 2.930
H -4.203 2.848 3.979
H -4.005 3.788 2.494
H -4.517 2.073 2.414
H -2.262 2.281 2.010
C 4.506 -6.934 3.199
O 4.606 -5.797 2.349
H 5.242 -7.662 2.869
H 4.715 -6.665 4.238
H 3.510 -7.383 3.136
H 3.949 -5.158 2.645
C -4.982 -0.410 5.394
O -4.928 0.010 4.038
H -5.795 -1.120 5.527
H -4.041 -0.894 5.656
H -5.151 0.445 6.054
H -4.189 0.624 3.985
C -1.291 0.153 6.221
O -1.838 0.139 4.899
H -1.491 -0.808 6.682
H -0.210 0.315 6.187
H -1.758 0.934 6.822
H -1.661 0.997 4.496
C 4.953 -4.945 -4.032
O 3.929 -5.828 -3.585
H 5.913 -5.394 -3.792
H 4.885 -4.805 -5.115
H 4.871 -3.980 -3.523
H 3.079 -5.431 -3.802
C 2.721 3.182 2.186
O 2.113 2.911 0.916
H 2.396 2.411 2.880
H 3.810 3.157 2.105
H 2.407 4.157 2.564
H 2.403 3.601 0.313
C -3.458 -0.476 9.787
O -2.163 -0.465 9.191
H -4.052 0.294 9.301
H -3.945 -1.443 9.643
H -3.397 -0.255 10.855
H -1.639 -1.145 9.623
C -0.099 5.476 3.557
O 1.027 6.346 3.614
H 0.214 4.498 3.917
H -0.907 5.848 4.190
H -0.456 5.382 2.529
H 0.742 7.207 3.296
C -2.611 6.318 0.710
O -2.488 7.032 1.930
H -1.804 6.633 0.051
H -2.515 5.242 0.901
H -3.569 6.527 0.226
H -3.197 6.750 2.515
C -10.672 -2.441 -2.731
O -11.640 -3.341 -2.198
H -9.903 -3.030 -3.224
H -11.134 -1.770 -3.460
H -10.217 -1.855 -1.929
H -12.319 -2.818 -1.763
C 7.783 3.057 0.295
O 6.779 3.889 0.874
H 7.829 2.137 0.872
H 7.526 2.820 -0.741
H 8.760 3.544 0.328
H 6.743 4.702 0.364

***

Entry 2:
61
Properties=species:S:1:pos:R:3 method="wB97M-V/def2-TZVPD" homo_lumo_gap_ev=6.775 homo_ev=-10.53 e_lumo_ha=-0.1380 total_charge=+1 e_above_lowest_kj_mol=35.4
Hf -0.022 -0.070 0.024
Cl 5.288 1.150 4.174
C 3.724 0.700 3.619
C 3.550 0.384 2.278
C 2.294 0.029 1.813
N 1.977 -0.350 0.494
C 2.850 -0.973 -0.337
O 4.050 -1.070 -0.239
C 2.121 -1.683 -1.460
C 2.869 -2.333 -2.425
C 2.220 -3.092 -3.383
C 0.838 -3.198 -3.317
C 0.165 -2.517 -2.323
N 0.775 -1.750 -1.409
C 1.193 0.004 2.697
C 1.380 0.294 4.040
C 2.642 0.646 4.497
Cl 2.842 1.029 6.165
N -0.011 -0.388 2.087
C -1.209 -0.449 2.712
O -1.522 -0.056 3.817
C -2.224 -1.147 1.831
C -3.397 -1.599 2.406
C -4.302 -2.300 1.627
C -3.995 -2.516 0.292
C -2.811 -2.015 -0.211
N -1.923 -1.342 0.530
H 4.392 0.402 1.604
H 3.944 -2.233 -2.378
H 2.778 -3.613 -4.149
H 0.279 -3.792 -4.027
H -0.909 -2.599 -2.252
H 0.549 0.257 4.725
H -3.561 -1.388 3.453
H -5.225 -2.670 2.052
H -4.667 -3.054 -0.361
H -2.586 -2.136 -1.261
O -1.657 5.158 3.593
C -1.211 4.200 2.792
C 0.127 3.817 2.692
C 0.472 2.796 1.839
N -0.423 2.127 1.089
C -1.686 2.545 1.175
Br -2.861 1.636 -0.005
C -2.148 3.544 1.985
H -0.957 5.558 4.121
H 0.896 4.306 3.277
H 1.504 2.492 1.729
H -3.188 3.833 2.006
F -1.246 -0.952 -6.752
C -0.790 -0.347 -5.666
C -1.389 -0.570 -4.439
F -2.421 -1.411 -4.317
C -0.871 0.061 -3.332
F -1.446 -0.187 -2.111
C 0.225 0.897 -3.355
Se 0.858 1.697 -1.761
C 0.807 1.111 -4.602
F 1.861 1.909 -4.702
C 0.308 0.502 -5.743
F 0.883 0.716 -6.916